# 1
Molecular formula: C9H11N3
Method: DFT, the ωB97M-V functional and the def2-TZVPD basis

Each line ends with the natural charge from an NBO analysis.
CARTESIAN COORDINATES (ANGSTROEM)
1 C -1.423 -0.094 0.501  0.048
2 C -0.565 -0.705 1.412  0.095
3 C -2.299 3.439 -1.364  -0.500
4 C -2.719 2.243 -1.711  -0.104
5 C 2.159 -1.700 -0.564  -0.166
6 C 1.689 -1.547 0.679  -0.187
7 C -2.708 0.614 0.281  0.041
8 C 3.602 -1.382 -0.949  -0.609
9 C 0.323 -1.926 1.179  -0.470
10 N -0.459 0.137 2.476  -0.226
11 N -1.178 1.216 2.298  -0.032
12 N -1.730 1.098 1.134  -0.195
13 H -1.957 4.231 -2.042  0.213
14 H -2.150 3.724 -0.401  0.204
15 H -2.879 1.752 -2.678  0.187
16 H 1.584 -2.025 -1.397  0.186
17 H 2.311 -0.865 1.295  0.198
18 H -3.783 0.312 0.547  0.224
19 H 4.105 -1.073 -0.142  0.205
20 H 4.078 -2.081 -1.495  0.213
21 H 3.541 -0.504 -1.724  0.198
22 H 0.414 -2.284 2.259  0.242
23 H 0.045 -2.580 0.408  0.235

The calculation puts the highest occupied orbital energy (spin up / spin down) at -8.3 / -8.7 eV. As for the maximum force: 6.4 eV/Å. Its orbital gap (spin up / spin down) is 8.290 / 8.431 eV. The energy above the lowest of the compared OMol25 structures with the same formula, charge and spin is 260.29 kcal per mole. The total energy comes out at -13971.011 eV.

=====

# 2
Molecular formula: C5H9NO
Method: DFT, the ωB97M-V functional and the def2-TZVPD basis

Each line ends with the natural charge from an NBO analysis.
CARTESIAN COORDINATES (ANGSTROEM)
1 C -2.181 0.200 -0.422  -0.647
2 C -0.824 0.554 0.133  -0.235
3 C 0.261 -0.219 0.090  0.155
4 C 0.298 -1.655 -0.496  -0.662
5 C 1.968 1.441 0.840  0.513
6 H -2.609 1.177 -0.898  0.221
7 H -2.296 -0.691 -1.189  0.208
8 H -2.961 -0.011 0.406  0.222
9 H -0.824 1.549 0.447  0.246
10 H 1.207 -1.811 -1.191  0.217
11 H -0.588 -1.890 -1.159  0.238
12 H 0.396 -2.359 0.445  0.224
13 H 2.347 -0.558 0.523  0.403
14 H 3.066 1.765 0.809  0.130
15 N 1.593 0.183 0.569  -0.623
16 O 1.147 2.323 1.093  -0.612

The calculation puts the highest occupied orbital energy at -8.7 eV. As for the maximum force: 2.8 eV/Å. Its orbital gap is 9.489 eV. The energy above the lowest of the compared OMol25 structures with the same formula, charge and spin is 43.57 kcal per mole. The total energy comes out at -8867.323 eV. Its SMILES is C/C=C(\C)NC=O.

=====

# 3
Molecular formula: C21H25NOSiTi
Method: DFT, the ωB97M-V functional and the def2-TZVPD basis

Each line ends with the natural charge from an NBO analysis.
CARTESIAN COORDINATES (ANGSTROEM)
1 Ti 0.000 0.000 0.000  1.046
2 C 1.538 2.344 0.235  -0.294
3 C 2.413 1.281 0.329  -0.233
4 C 2.276 0.370 1.355  -0.246
5 C 1.269 0.527 2.288  -0.296
6 C 0.399 1.595 2.196  -0.266
7 C 0.536 2.506 1.170  -0.205
8 H 1.634 3.042 -0.580  0.222
9 H 3.193 1.154 -0.407  0.240
10 H 2.952 -0.467 1.423  0.238
11 H 1.152 -0.196 3.078  0.233
12 H -0.389 1.715 2.922  0.253
13 H -0.147 3.336 1.089  0.235
14 C -3.817 -1.726 1.839  -1.139
15 Si -1.982 -1.538 2.150  1.819
16 C -1.366 -2.898 3.277  -1.138
17 C -1.699 0.101 2.999  -1.136
18 N -1.062 -1.577 0.546  -1.088
19 C -0.992 -2.553 -0.385  0.147
20 C -1.659 -3.779 -0.249  -0.267
21 C -1.560 -4.742 -1.246  -0.193
22 C -0.804 -4.485 -2.384  -0.269
23 C -0.133 -3.272 -2.539  -0.250
24 C -0.197 -2.267 -1.542  0.256
25 O 0.390 -1.080 -1.559  -0.528
26 C 1.267 -0.368 -2.458  0.265
27 C 1.615 0.954 -2.100  -0.194
28 C 2.458 1.736 -2.893  -0.223
29 C 2.981 1.220 -4.073  -0.208
30 C 2.666 -0.081 -4.455  -0.203
31 C 1.823 -0.872 -3.663  -0.234
32 H -4.359 -1.687 2.806  0.232
33 H -4.031 -2.693 1.342  0.239
34 H -4.165 -0.897 1.189  0.249
35 H -1.918 -2.854 4.238  0.235
36 H -0.283 -2.753 3.468  0.234
37 H -1.526 -3.891 2.813  0.242
38 H -2.253 0.121 3.960  0.249
39 H -2.060 0.922 2.346  0.242
40 H -0.615 0.233 3.194  0.227
41 H -2.259 -4.004 0.617  0.207
42 H -2.076 -5.687 -1.139  0.207
43 H -0.739 -5.242 -3.158  0.209
44 H 0.397 -3.193 -3.449  0.204
45 H 1.231 1.398 -1.193  0.196
46 H 2.704 2.746 -2.590  0.216
47 H 3.634 1.824 -4.689  0.218
48 H 3.078 -0.483 -5.372  0.222
49 H 1.668 -1.844 -4.048  0.226
50 H -1.460 0.353 -0.918  -0.400

The calculation puts the highest occupied orbital energy (spin up / spin down) at -5.4 / -6.8 eV. As for the maximum force: 5.6 eV/Å. Its orbital gap (spin up / spin down) is 5.800 / 7.107 eV. The total energy comes out at -56709.183 eV. The spin multiplicity is 3. Its expectation value of S² is 2.01.

=====

# 4
Molecular formula: C35H89N7O9P
Method: DFT, the ωB97M-V functional and the def2-TZVPD basis

Each line ends with the Löwdin charge.
CARTESIAN COORDINATES (ANGSTROEM)
1 C -1.362 -1.932 -1.144  -0.139
2 C -2.645 -1.065 -1.243  -0.369
3 P -2.294 0.637 -1.879  1.051
4 C -3.971 1.324 -2.178  -0.242
5 N -1.352 0.353 -3.407  -0.201
6 C 0.062 0.760 -3.061  -0.050
7 C 0.211 2.249 -2.654  -0.479
8 O 0.494 2.974 -3.519  0.180
9 O 0.091 2.721 -1.381  0.036
10 C 0.351 4.134 -1.391  -0.494
11 C 1.786 4.501 -1.123  0.045
12 O -0.480 4.898 -1.554  0.231
13 C -1.843 0.956 -4.677  -0.124
14 C -1.463 0.183 -5.959  -0.377
15 C -0.274 -0.758 -5.854  -0.073
16 C -2.720 -0.549 -6.482  -0.051
17 H -1.547 -2.679 -0.381  0.069
18 H -1.227 -2.481 -2.075  0.063
19 H -0.481 -1.388 -0.821  0.049
20 H -3.004 -0.921 -0.232  0.071
21 H -3.382 -1.546 -1.881  0.084
22 H -4.581 1.018 -1.335  0.052
23 H -3.973 2.395 -2.293  0.042
24 H -4.438 0.872 -3.055  0.041
25 H -1.299 -0.665 -3.527  0.125
26 H 0.733 0.602 -3.890  0.118
27 H 0.353 0.124 -2.231  0.115
28 H 1.863 4.978 -0.153  0.097
29 H 2.114 5.172 -1.905  0.101
30 H 2.401 3.608 -1.139  0.087
31 H -1.440 1.959 -4.755  0.129
32 H -2.914 1.101 -4.702  0.106
33 H -1.239 0.928 -6.714  0.138
34 H -0.150 -1.226 -6.825  0.091
35 H 0.683 -0.302 -5.632  0.063
36 H -0.513 -1.584 -5.184  0.075
37 H -2.489 -1.247 -7.275  0.083
38 H -3.217 -1.032 -5.641  0.080
39 H -3.389 0.223 -6.849  0.085
40 C 1.473 -0.282 2.361  -0.063
41 C 1.095 1.103 1.845  -0.421
42 C 1.099 2.192 2.928  -0.201
43 O -0.011 2.151 3.805  -0.188
44 C 0.067 1.168 4.821  -0.112
45 N -0.204 1.014 1.164  0.050
46 H 0.653 -0.770 2.886  0.064
47 H 1.745 -0.933 1.527  0.069
48 H 2.330 -0.231 3.035  0.083
49 H 1.848 1.388 1.102  0.129
50 H 1.037 3.167 2.431  0.115
51 H 2.040 2.189 3.493  0.103
52 H 1.090 1.024 5.178  0.084
53 H -0.348 0.221 4.465  0.072
54 H -0.549 1.498 5.658  0.092
55 H -0.420 1.901 0.720  0.043
56 H -0.911 0.927 1.891  0.069
57 C 3.171 -2.486 -5.355  -0.057
58 C 2.967 -2.642 -3.850  -0.422
59 C 3.986 -3.572 -3.176  -0.209
60 O 3.764 -4.946 -3.408  -0.183
61 C 4.208 -5.429 -4.667  -0.087
62 N 1.585 -3.080 -3.596  0.047
63 H 2.799 -3.340 -5.919  0.053
64 H 2.633 -1.611 -5.721  0.057
65 H 4.226 -2.351 -5.599  0.087
66 H 3.095 -1.650 -3.404  0.129
67 H 3.896 -3.443 -2.094  0.123
68 H 5.014 -3.295 -3.441  0.125
69 H 5.128 -4.936 -4.993  0.095
70 H 3.425 -5.312 -5.419  0.066
71 H 4.405 -6.495 -4.564  0.093
72 H 1.423 -3.079 -2.592  0.066
73 H 1.529 -4.064 -3.851  0.072
74 C -1.659 -7.723 -7.414  -0.073
75 C -0.301 -8.385 -7.200  -0.430
76 C 0.645 -7.588 -6.290  -0.205
77 O 1.236 -6.445 -6.889  -0.197
78 C 0.398 -5.308 -6.952  -0.112
79 N 0.299 -8.662 -8.508  0.042
80 H -1.617 -6.910 -8.138  0.063
81 H -2.374 -8.450 -7.799  0.078
82 H -2.060 -7.327 -6.477  0.076
83 H -0.484 -9.343 -6.705  0.137
84 H 1.483 -8.238 -6.026  0.123
85 H 0.154 -7.312 -5.347  0.119
86 H -0.254 -5.233 -6.075  0.089
87 H -0.201 -5.311 -7.865  0.077
88 H 1.038 -4.424 -6.985  0.069
89 H 1.148 -9.206 -8.377  0.074
90 H 0.630 -7.780 -8.890  0.070
91 C -6.007 -3.420 2.808  -0.069
92 C -4.650 -4.114 2.851  -0.427
93 C -3.630 -3.441 3.783  -0.202
94 O -3.066 -2.245 3.269  -0.203
95 C -3.872 -1.088 3.390  -0.105
96 N -4.130 -4.229 1.485  0.038
97 H -5.998 -2.524 2.188  0.061
98 H -6.757 -4.088 2.383  0.078
99 H -6.341 -3.140 3.809  0.081
100 H -4.818 -5.124 3.237  0.138
101 H -2.787 -4.125 3.910  0.123
102 H -4.049 -3.272 4.783  0.124
103 H -4.453 -1.083 4.316  0.096
104 H -4.535 -0.992 2.527  0.069
105 H -3.206 -0.224 3.392  0.079
106 H -3.280 -4.789 1.506  0.072
107 H -3.802 -3.309 1.202  0.049
108 C 2.233 3.503 6.657  -0.056
109 C 3.563 2.758 6.678  -0.420
110 C 4.622 3.400 7.585  -0.207
111 O 5.217 4.573 7.063  -0.185
112 C 4.445 5.753 7.201  -0.105
113 N 4.044 2.609 5.298  0.044
114 H 2.257 4.395 6.031  0.063
115 H 1.449 2.863 6.256  0.046
116 H 1.931 3.803 7.663  0.082
117 H 3.368 1.757 7.076  0.135
118 H 5.443 2.687 7.701  0.123
119 H 4.225 3.587 8.592  0.122
120 H 3.880 5.761 8.137  0.091
121 H 3.768 5.880 6.353  0.071
122 H 5.133 6.599 7.203  0.090
123 H 4.872 2.019 5.299  0.076
124 H 4.392 3.518 4.999  0.074
125 C -1.928 8.149 6.530  -0.071
126 C -0.644 7.635 7.174  -0.428
127 C 0.559 7.589 6.220  -0.205
128 O 0.538 6.526 5.284  -0.204
129 C -0.295 6.732 4.159  -0.102
130 N -0.909 6.326 7.781  0.043
131 H -2.418 7.393 5.917  0.064
132 H -2.643 8.441 7.299  0.077
133 H -1.736 9.025 5.905  0.079
134 H -0.385 8.332 7.976  0.136
135 H 1.457 7.425 6.823  0.114
136 H 0.699 8.549 5.705  0.122
137 H -0.299 7.779 3.841  0.092
138 H -1.314 6.396 4.359  0.076
139 H 0.095 6.122 3.343  0.079
140 H -0.091 6.033 8.308  0.066
141 H -0.972 5.646 7.026  0.067

The calculation puts the highest occupied orbital energy at -10.5 eV. As for the maximum force: 4.3 eV/Å. Its orbital gap is 8.385 eV. Its total charge is +1. The total energy comes out at -75875.553 eV.

=====

# 5
Molecular formula: C3H9NO
Method: DFT, the ωB97M-V functional and the def2-TZVPD basis

Each line ends with the natural charge from an NBO analysis.
CARTESIAN COORDINATES (ANGSTROEM)
1 C 1.840 -0.699 0.180  -0.624
2 C 0.885 0.492 0.551  -0.242
3 C -1.447 0.223 0.988  -0.008
4 N -0.508 0.412 0.158  -0.463
5 H 2.446 -0.943 1.043  0.219
6 H 2.411 -0.468 -0.703  0.216
7 H 1.129 -1.514 0.010  0.211
8 H 0.826 0.777 1.606  0.177
9 H 1.391 1.397 0.214  0.205
10 H -1.354 -0.509 1.795  0.144
11 H -2.351 0.816 0.852  0.183
12 H -1.568 0.231 -1.484  0.488
13 H -1.685 -0.476 -2.856  0.460
14 O -2.015 0.262 -2.354  -0.967

The calculation puts the highest occupied orbital energy at -9.2 eV. As for the maximum force: 2.4 eV/Å. Its orbital gap is 9.599 eV. The energy above the lowest of the compared OMol25 structures with the same formula, charge and spin is 57.24 kcal per mole. The total energy comes out at -6792.573 eV. Its SMILES is C=NCC.O.

=====

# 6
Molecular formula: C16H28AlN7OS3
Method: DFT, the ωB97M-V functional and the def2-TZVPD basis

Each line ends with the natural charge from an NBO analysis.
CARTESIAN COORDINATES (ANGSTROEM)
1 Al -0.278 -0.576 -0.003  1.626
2 C -1.737 2.611 -3.795  -0.737
3 S -1.249 0.938 -4.359  0.437
4 C -0.914 0.187 -2.861  -0.039
5 S -1.281 0.960 -1.279  -0.330
6 N -0.343 -0.978 -2.920  -0.380
7 N -0.189 -1.570 -1.711  -0.391
8 C 0.360 -2.744 -1.629  0.119
9 C 0.612 -3.164 -0.264  0.144
10 C 1.222 -4.391 0.037  -0.185
11 C 1.479 -4.697 1.371  -0.100
12 C 1.072 -3.832 2.379  -0.220
13 C 0.356 -2.709 2.010  0.103
14 N 0.086 -2.395 0.737  -0.596
15 H -1.841 3.163 -4.701  0.253
16 H -0.918 3.069 -3.310  0.231
17 H -2.656 2.654 -3.153  0.242
18 H 0.760 -3.245 -2.491  0.245
19 H 1.530 -4.996 -0.814  0.252
20 H 1.905 -5.662 1.602  0.255
21 H 1.247 -3.943 3.424  0.256
22 H 0.131 -1.987 2.788  0.230
23 C 3.841 1.901 -1.321  -0.399
24 N 3.082 0.684 -0.899  -0.396
25 C 2.743 -0.242 -1.958  -0.421
26 C 2.495 0.584 0.290  0.842
27 O 1.386 -0.086 0.412  -0.878
28 N 2.923 1.266 1.341  -0.393
29 C 4.273 1.661 1.649  -0.416
30 C 1.956 1.564 2.386  -0.410
31 H 3.450 2.076 -2.331  0.221
32 H 4.903 1.722 -1.449  0.229
33 H 3.534 2.688 -0.636  0.223
34 H 3.384 -0.058 -2.855  0.241
35 H 1.739 -0.044 -2.343  0.210
36 H 2.829 -1.280 -1.662  0.211
37 H 4.972 1.038 1.080  0.228
38 H 4.439 1.421 2.679  0.226
39 H 4.461 2.734 1.531  0.222
40 H 0.938 1.672 1.993  0.226
41 H 2.238 2.535 2.801  0.227
42 H 2.008 0.774 3.140  0.210
43 C -5.068 -0.194 -0.088  -0.439
44 N -3.921 -0.363 0.734  -0.567
45 C -3.186 0.553 1.382  0.427
46 S -1.579 0.052 1.875  -0.317
47 N -3.613 1.730 1.738  -0.543
48 C -5.012 2.127 1.873  -0.423
49 H -5.009 -0.971 -0.919  0.237
50 H -5.027 0.750 -0.624  0.226
51 H -5.986 -0.443 0.416  0.230
52 H -3.505 -1.284 0.847  0.425
53 H -2.873 2.215 2.273  0.437
54 H -5.570 1.332 2.337  0.219
55 H -5.486 2.184 0.816  0.222
56 H -5.112 3.012 2.435  0.247

The calculation puts the highest occupied orbital energy at -13.9 eV. As for the maximum force: 3.3 eV/Å. Its orbital gap is 6.966 eV. The energy above the lowest of the compared OMol25 structures with the same formula, charge and spin is 10.16 kcal per mole. Its total charge is +2. The total energy comes out at -68617.698 eV.

=====

# 7
Molecular formula: C6H7NO
Method: DFT, the ωB97M-V functional and the def2-TZVPD basis

Each line ends with the natural charge from an NBO analysis.
CARTESIAN COORDINATES (ANGSTROEM)
1 C -1.333 -0.191 -1.127  0.695
2 C 0.092 1.105 -0.267  -0.066
3 C 1.464 0.611 0.196  -0.256
4 C 1.267 -0.579 0.818  -0.142
5 C -0.193 -0.923 1.030  -0.453
6 C -0.951 0.169 0.332  -0.318
7 H 0.201 0.639 -2.447  0.403
8 H -0.054 2.153 -0.155  0.202
9 H 2.531 0.946 0.100  0.234
10 H 2.029 -1.278 1.219  0.211
11 H -0.401 -0.976 2.132  0.227
12 H -0.347 -1.893 0.542  0.233
13 H -1.863 0.507 0.908  0.237
14 N -0.295 0.576 -1.585  -0.623
15 O -2.146 -0.867 -1.696  -0.584

The calculation puts the highest occupied orbital energy at -9.5 eV. As for the maximum force: 2.5 eV/Å. Its orbital gap is 10.429 eV. The energy above the lowest of the compared OMol25 structures with the same formula, charge and spin is 17.82 kcal per mole. The total energy comes out at -9871.885 eV. Its SMILES is O=C1N[C@@H]2C=CC[C@H]12.

=====

# 8
Molecular formula: C6H11NO
Method: DFT, the ωB97M-V functional and the def2-TZVPD basis

Each line ends with the natural charge from an NBO analysis.
CARTESIAN COORDINATES (ANGSTROEM)
1 C 2.441 -0.746 -0.024  -0.409
2 C 0.269 0.241 0.620  0.035
3 C -0.832 -0.793 1.104  -0.435
4 C -1.745 -0.953 -0.190  -0.089
5 C -0.764 1.110 -0.164  0.075
6 C 0.474 1.729 0.307  -0.360
7 H 3.113 0.135 0.085  0.182
8 H 2.879 -1.296 -0.811  0.198
9 H 2.116 -1.341 1.011  0.168
10 H 0.825 -1.118 -1.103  0.358
11 H -0.636 -1.900 1.169  0.218
12 H -1.515 -0.534 1.808  0.214
13 H -2.769 -0.751 0.162  0.174
14 H -1.695 -1.963 -0.666  0.190
15 H -1.739 1.566 0.331  0.168
16 H 1.461 1.921 -0.177  0.265
17 H 0.019 2.346 0.975  0.220
18 N 1.197 -0.264 -0.561  -0.648
19 O -1.187 0.157 -1.096  -0.524

The calculation puts the highest occupied orbital energy at -8.4 eV. As for the maximum force: 4.6 eV/Å. Its orbital gap is 9.349 eV. The energy above the lowest of the compared OMol25 structures with the same formula, charge and spin is 167.86 kcal per mole. The total energy comes out at -9931.175 eV. Its SMILES is CN[C@]12CCO[C@@H]1C2.